{
  "formula": "C6H12FN2O2S",
  "method": "ωB97M-V/def2-TZVPD",
  "species": ["C", "C", "C", "C", "C", "C", "N", "N", "O", "O", "F", "S", "H", "H", "H", "H", "H", "H", "H", "H", "H", "H", "H", "H"],
  "xyz": [[-1.0993, -1.9575, 0.3718], [-1.8802, -0.8646, 0.8345], [-0.1222, -0.1111, -0.0821], [-2.8976, 2.0583, -0.2878], [1.1387, -2.1224, -0.6648], [-1.7669, 1.6081, 0.7948], [-0.0042, -1.4349, -0.1328], [-1.2127, 0.2592, 0.5344], [4.0187, -0.9853, 0.7470], [4.5029, 0.3547, -1.1520], [2.2708, 1.7103, -0.0724], [4.3847, 0.3375, 0.3645], [-1.2897, -3.0861, 0.4727], [-2.8816, -0.8497, 1.3383], [4.4043, 1.2806, -1.4718], [0.7590, 0.6150, -0.2447], [-3.5938, 1.1666, -0.2940], [-3.3690, 2.9198, -0.0721], [-2.4609, 2.0738, -1.2746], [0.7996, -3.0842, -0.9915], [1.6638, -1.5495, -1.3698], [1.9580, -2.1599, -0.0056], [-2.3074, 1.4783, 1.7932], [-1.0148, 2.3429, 0.8647]],
  "e_lumo_ev": -5.89,
  "relative_energy_kcal_mol": 48.3,
  "gap_ev": 7.164,
  "charge": 1
}


{
  "formula": "C6H12FO6Rb",
  "method": "ωB97M-V/def2-TZVPD",
  "species": ["Rb", "F", "C", "O", "C", "O", "O", "C", "H", "H", "H", "H", "H", "H", "C", "O", "C", "O", "O", "C", "H", "H", "H", "H", "H", "H"],
  "xyz": [[-2.0581, 0.3349, 1.9509], [-3.3583, 2.6032, 3.1068], [1.4341, -2.2968, 2.6380], [1.3986, -2.8038, 1.3078], [0.4257, -2.4094, 0.4183], [-0.3776, -1.4686, 0.5885], [0.4568, -3.3026, -0.6747], [-0.4581, -3.1549, -1.6848], [2.0515, -3.0118, 3.1818], [0.4249, -2.3040, 3.0497], [1.8040, -1.2739, 2.5674], [-1.3290, -3.7726, -1.4657], [-0.0963, -3.5319, -2.6413], [-0.6937, -2.0990, -1.8178], [-1.0419, 0.7345, -2.2771], [0.1120, 1.5543, -1.7926], [0.0366, 2.2027, -0.6390], [-0.9866, 2.2688, 0.0143], [1.1484, 2.9762, -0.5892], [1.2243, 4.0744, 0.2728], [-1.1334, -0.0383, -1.5138], [-0.9177, 0.2911, -3.2651], [-1.9728, 1.3005, -2.3118], [2.0476, 4.7371, 0.0065], [1.5254, 3.6890, 1.2470], [0.3338, 4.7010, 0.3230]],
  "e_lumo_ev": [-3.28, -8.36],
  "spin_multiplicity": 2,
  "s_squared": 0.75,
  "relative_energy_kcal_mol": 0.0,
  "gap_ev": [10.729, 5.643],
  "charge": 1
}


{
  "formula": "C6H12IN2O",
  "method": "ωB97M-V/def2-TZVPD",
  "species": ["C", "C", "C", "C", "C", "C", "N", "N", "O", "I", "H", "H", "H", "H", "H", "H", "H", "H", "H", "H", "H", "H"],
  "xyz": [[1.7081, 0.8346, 0.0940], [-0.2297, -0.0758, 1.2947], [-1.1810, -0.0587, 0.0628], [0.5478, -0.5653, -1.4233], [1.4729, 1.5761, 2.2251], [-1.7873, -1.2351, -1.9558], [0.9460, 0.7415, 1.1067], [-0.7400, -0.9923, -0.9379], [2.6608, 1.3107, -0.3586], [1.8564, -2.1321, -2.0225], [-0.7511, 0.6153, 2.0387], [0.0242, -0.9376, 1.8798], [-2.2353, -0.3282, 0.1833], [-1.1593, 0.9276, -0.1842], [0.4852, 0.3275, -2.0810], [2.0481, 1.0584, 3.0156], [2.1380, 2.2232, 1.6784], [0.6107, 2.1873, 2.4860], [-1.3119, -1.8384, -2.7766], [-2.6546, -1.6798, -1.6003], [-1.9130, -0.2018, -2.3977], [-0.5349, -1.7572, -0.3272]],
  "e_lumo_ev": -3.13,
  "relative_energy_kcal_mol": 26.1,
  "gap_ev": 8.678,
  "charge": 1
}


{
  "formula": "C6H12IN3Si",
  "method": "ωB97M-V/def2-TZVPD",
  "species": ["C", "C", "C", "C", "C", "C", "N", "N", "N", "Si", "I", "H", "H", "H", "H", "H", "H", "H", "H", "H", "H", "H", "H"],
  "xyz": [[0.2641, 0.9092, -0.6570], [-2.0286, 0.3226, -0.1860], [-3.2271, 1.9308, 1.2679], [0.3760, -1.9308, -1.3453], [1.6925, -0.9862, 1.4348], [3.0675, -0.2003, -1.3034], [-0.0568, 1.9092, -0.0173], [-1.1316, 2.3850, 0.4342], [-2.1525, 1.4287, 0.4279], [1.3264, -0.6512, -0.4160], [-3.5552, -0.9527, -0.5468], [-3.8822, 2.5050, 0.6574], [-3.7761, 0.9380, 1.5197], [-2.9030, 2.4387, 2.2313], [-0.6189, -1.5471, -1.6162], [0.8359, -2.3716, -2.1832], [0.0850, -2.7396, -0.6126], [2.1280, -0.0173, 1.7351], [0.8530, -1.3004, 2.0150], [2.4628, -1.6436, 1.5715], [3.3336, 0.8598, -1.6478], [3.7866, -0.5260, -0.5440], [3.1205, -0.7602, -2.2190]],
  "e_lumo_ev": 0.33,
  "relative_energy_kcal_mol": 81.3,
  "gap_ev": 8.486,
  "charge": 0
}


{
  "formula": "C6H12InO2",
  "method": "ωB97M-V/def2-TZVPD",
  "species": ["In", "C", "C", "O", "C", "H", "H", "H", "H", "H", "H", "C", "C", "O", "C", "H", "H", "H", "H", "H", "H"],
  "xyz": [[0.4093, 3.1297, 2.6653], [-0.9463, -1.6723, 1.4511], [0.3626, -0.8840, 1.4960], [0.3588, 0.2384, 1.9888], [1.6329, -1.6763, 1.0036], [-0.8736, -2.7066, 1.7873], [-1.3676, -1.6523, 0.4460], [-1.6193, -1.1833, 2.1553], [1.4882, -1.8297, -0.0657], [1.5800, -2.6878, 1.4063], [2.6219, -1.2579, 1.1910], [-1.6246, 1.4517, -1.9576], [-0.3978, 1.5261, -1.0451], [-0.4263, 2.2473, -0.0703], [0.9048, 0.7387, -1.3360], [-1.7951, 0.4678, -2.3948], [-1.3772, 2.0398, -2.8413], [-2.5845, 1.8234, -1.5991], [1.5131, 0.7637, -0.4318], [1.4261, 1.3599, -2.0643], [0.7146, -0.2363, -1.7848]],
  "e_lumo_ev": -18.73,
  "relative_energy_kcal_mol": 43.8,
  "gap_ev": 3.830,
  "charge": 3
}


{
  "formula": "C6H12N",
  "method": "ωB97M-V/def2-TZVPD",
  "species": ["C", "C", "C", "C", "C", "C", "N", "H", "H", "H", "H", "H", "H", "H", "H", "H", "H", "H", "H"],
  "xyz": [[-1.1492, -2.8281, -0.3975], [0.0794, -2.5968, -0.0256], [0.8828, 0.8057, -0.0762], [-0.0517, 1.1543, 0.9395], [1.4572, 1.8535, -0.9958], [-0.8104, 1.6794, 1.9463], [-0.5284, 0.3384, -0.2332], [-1.5845, -3.7332, 0.0567], [-1.6663, -2.3117, -1.2497], [0.5489, -3.0702, 0.7587], [1.6159, -0.0079, 0.0049], [0.7678, 2.6898, -1.2194], [1.6738, 1.4385, -2.0170], [2.4222, 2.1544, -0.5447], [-1.8542, 1.7027, 1.9693], [-0.4648, 2.4735, 2.5807], [0.5202, -1.8719, -0.7424], [-1.2929, 0.8195, -0.6688], [-0.5659, -0.6900, -0.0857]],
  "e_lumo_ev": -3.47,
  "relative_energy_kcal_mol": 90.9,
  "gap_ev": 11.004,
  "charge": 1
}